[1]
The following is a quantum chemistry calculation of 10 unconnected molecules or ions with the total composition C46H85F3O7 at a distorted geometry, from the OMol25 dataset.

```
141
Properties=species:S:1:pos:R:3
F -6.80 2.65 -1.66
C -5.70 2.67 -0.94
C -5.76 1.98 0.26
C -4.65 1.97 1.11
C -3.60 2.83 0.80
C -3.60 3.60 -0.34
C -4.66 3.52 -1.24
H -6.62 1.37 0.55
H -4.63 1.36 1.96
H -2.74 2.78 1.50
H -2.86 4.35 -0.54
H -4.79 4.02 -2.16
F -4.74 0.16 -2.85
C -3.41 0.11 -3.08
C -2.95 -0.06 -4.39
C -1.58 -0.09 -4.62
C -0.67 -0.12 -3.57
C -1.16 0.08 -2.30
C -2.53 0.16 -2.04
H -3.69 -0.15 -5.18
H -1.35 -0.24 -5.67
H 0.40 -0.31 -3.78
H -0.53 0.02 -1.44
H -2.93 0.28 -1.02
F -0.45 0.98 7.91
C -1.13 1.29 6.75
C -0.83 0.52 5.64
C -1.58 0.81 4.49
C -2.42 1.95 4.52
C -2.61 2.73 5.64
C -1.98 2.40 6.84
H -0.03 -0.22 5.72
H -1.35 0.36 3.55
H -2.91 2.18 3.58
H -3.24 3.60 5.61
H -2.18 2.85 7.79
C 2.53 -1.86 -2.21
C 2.85 -0.39 -2.37
O 2.68 -0.08 -3.69
C 2.78 1.34 -3.81
C 2.57 1.69 -5.24
H 2.98 -2.37 -1.32
H 1.49 -2.15 -2.24
H 2.95 -2.40 -3.04
H 2.14 0.21 -1.75
H 3.82 -0.28 -1.96
H 1.92 1.74 -3.31
H 3.72 1.74 -3.41
H 3.38 1.27 -5.80
H 2.64 2.79 -5.34
H 1.59 1.39 -5.54
C 4.40 2.90 1.53
C 5.13 3.33 0.20
O 4.98 4.76 -0.05
C 5.20 5.10 -1.46
C 6.63 5.46 -1.71
H 4.34 1.84 1.51
H 4.83 3.22 2.49
H 3.37 3.38 1.50
H 6.13 2.94 0.24
H 4.59 2.75 -0.58
H 4.82 4.33 -2.11
H 4.56 5.96 -1.70
H 6.64 5.84 -2.74
H 7.30 4.57 -1.61
H 7.03 6.20 -1.04
C -1.74 7.31 1.82
C -0.29 6.99 1.73
O -0.29 6.03 0.65
C 1.00 5.48 0.40
C 1.04 5.17 -1.09
H -2.26 6.36 2.00
H -2.00 8.06 2.54
H -2.14 7.70 0.85
H 0.45 7.74 1.52
H 0.08 6.45 2.66
H 1.88 6.08 0.62
H 1.19 4.56 0.98
H 1.99 4.70 -1.39
H 1.00 6.16 -1.54
H 0.24 4.50 -1.35
C 0.78 -6.10 -3.13
C 1.19 -5.43 -4.43
O -0.03 -4.90 -4.99
C 0.26 -4.14 -6.14
C -0.95 -3.24 -6.39
H 1.69 -6.49 -2.56
H 0.21 -5.41 -2.49
H 0.17 -6.98 -3.42
H 1.76 -4.57 -4.15
H 1.74 -6.04 -5.13
H 1.18 -3.60 -6.04
H 0.34 -4.76 -7.00
H -0.92 -2.83 -7.39
H -1.06 -2.44 -5.61
H -1.74 -3.91 -6.30
C -4.93 -5.38 0.40
C -4.41 -6.76 0.83
O -5.39 -7.55 1.55
C -4.80 -8.65 2.11
C -5.81 -9.55 2.83
H -4.04 -4.74 0.46
H -5.39 -5.37 -0.59
H -5.44 -4.96 1.30
H -4.08 -7.42 0.01
H -3.50 -6.61 1.53
H -4.30 -9.26 1.36
H -4.11 -8.35 2.94
H -5.22 -10.39 3.21
H -6.66 -9.83 2.23
H -6.32 -9.01 3.64
C -1.93 -2.77 1.10
C -0.53 -2.11 1.10
O -0.67 -0.77 1.49
C 0.59 -0.12 1.49
C 0.39 1.33 1.24
H -2.35 -2.66 0.08
H -1.84 -3.84 1.24
H -2.64 -2.29 1.79
H 0.13 -2.60 1.79
H 0.00 -2.15 0.17
H 1.15 -0.43 2.42
H 1.17 -0.52 0.71
H 1.28 1.88 1.01
H 0.07 1.75 2.24
H -0.37 1.40 0.54
C 3.03 0.91 4.95
C 3.65 -0.44 4.62
O 3.56 -0.58 3.25
C 3.99 -1.86 2.81
C 4.71 -1.83 1.45
H 3.21 1.21 5.98
H 3.40 1.64 4.26
H 1.93 0.84 4.75
H 4.69 -0.57 4.91
H 3.05 -1.28 5.05
H 4.59 -2.35 3.58
H 3.17 -2.53 2.78
H 4.64 -2.82 1.01
H 5.71 -1.44 1.50
H 4.15 -1.21 0.75
```

## Properties
Calculated total energy (eV): -71559.6262
E_LUMO (eV): 0.512
Kohn-Sham gap (eV): 9.56
Energy above the lowest of the compared OMol25 structures with the same formula, charge and spin (kcal per mole): 26.1
Max |F| (hartree/bohr): 0.070
HOMO (hartree): -0.3324
SMILES: Fc1ccccc1.Fc1ccccc1.Fc1ccccc1.CCOCC.CCOCC.CCOCC.CCOCC.CCOCC.CCOCC.CCOCC



[2]
The following is a quantum chemistry calculation of a molecular structure, C4H7FS at a distorted geometry, from the OMol25 dataset.

```
13
Properties=species:S:1:pos:R:3
C 1.26 -0.40 -0.35
C -0.01 0.41 -0.02
C -0.86 -0.31 1.17
C -1.29 -0.32 -0.20
H 1.89 -0.74 0.78
H 0.98 -1.41 -1.01
H 1.73 0.12 -1.07
H 1.73 2.38 -1.11
H -1.35 0.12 2.17
H -0.30 -1.27 1.04
H -1.24 -1.24 -0.96
F -2.28 0.55 -0.62
S -0.25 2.10 0.19
```

## Properties
Calculated total energy (eV): -17806.5244
E_LUMO (eV): -2.015
Kohn-Sham gap (eV): 6.42
Energy above the lowest of the compared OMol25 structures with the same formula, charge and spin (kcal per mole): 180.3
Max |F| (hartree/bohr): 0.106
HOMO (hartree): -0.3099



[3]
The following is a quantum chemistry calculation of a molecular structure, C28H20BCrN4O16 at a distorted geometry, from the OMol25 dataset.

```
70
Properties=species:S:1:pos:R:3
Cr -4.65 -0.14 32.77
N -3.55 -3.18 33.60
O -3.60 -4.19 32.89
O -2.94 -3.21 34.69
O -4.16 -2.13 33.24
N -1.73 -0.92 31.54
O -2.75 -0.25 31.93
O -0.68 -0.32 31.27
O -1.86 -2.13 31.38
N -5.90 1.96 31.78
O -4.76 1.55 31.41
O -6.49 2.84 31.20
O -6.33 1.25 32.73
N -2.38 -0.97 28.35
O -2.65 -2.20 28.54
O -1.17 -0.65 28.34
O -3.30 -0.16 28.14
B -4.11 0.50 34.78
H -4.24 1.11 35.75
H -3.15 -0.14 34.79
H -5.04 -0.15 34.64
H -4.04 1.23 33.91
C 6.48 1.76 34.32
C 6.37 0.88 33.22
C 5.12 0.44 32.86
C 3.99 0.71 33.63
C 4.09 1.57 34.73
C 5.36 2.05 35.06
C 2.97 1.88 35.69
O 3.08 2.61 36.64
C 1.79 0.94 35.55
C 0.86 0.88 36.58
C -0.13 -0.06 36.52
C -0.30 -0.94 35.46
C 0.62 -0.86 34.41
C 1.71 0.02 34.46
C 2.70 0.02 33.36
O 2.45 -0.52 32.31
H 7.49 1.92 34.67
H 7.23 0.53 32.68
H 5.04 -0.32 32.09
H 5.46 2.56 36.01
H 0.93 1.63 37.35
H -0.88 -0.12 37.30
H -1.05 -1.71 35.51
H 0.47 -1.51 33.56
C 0.87 4.20 34.17
C 0.31 3.20 33.39
C 0.95 2.74 32.28
C 2.18 3.31 31.89
C 2.78 4.31 32.71
C 2.10 4.74 33.83
C 4.14 4.84 32.41
O 4.57 5.83 32.97
C 4.98 4.16 31.36
C 6.29 4.60 31.17
C 7.08 3.97 30.23
C 6.54 2.97 29.44
C 5.23 2.56 29.62
C 4.40 3.18 30.58
C 2.98 2.72 30.80
O 2.61 1.78 30.13
H 0.37 4.62 35.03
H -0.59 2.67 33.68
H 0.60 1.84 31.78
H 2.61 5.43 34.50
H 6.67 5.45 31.72
H 8.11 4.27 30.08
H 7.15 2.51 28.67
H 4.91 1.74 28.99
```

## Properties
Calculated total energy (eV): -97165.1016
E_LUMO (spin up / spin down) (eV): 2.212 / 2.642
Kohn-Sham gap (spin up / spin down) (eV): 3.96 / 4.39
Max |F| (hartree/bohr): 0.074
Multiplicity: 4
HOMO (spin up / spin down) (hartree): -0.0641 / -0.0642
Charge: -2
⟨S²⟩: 3.83



[4]
The following is a quantum chemistry calculation of a molecular structure, C15H14N8PtSTe4, from the OMol25 dataset.

```
43
Properties=species:S:1:pos:R:3
Pt -0.19 -0.98 1.02
Te -0.60 -0.87 3.54
Te 0.01 -3.30 4.61
Te -1.42 -4.58 2.73
Te 0.10 -3.53 0.74
N -1.81 -1.13 -1.65
C -0.56 -0.88 -2.03
N -0.31 -0.74 -3.32
C 0.97 -0.53 -3.63
N 1.28 -0.38 -4.93
N 1.98 -0.45 -2.75
C 1.64 -0.58 -1.48
N 0.39 -0.79 -1.05
C 2.76 -0.50 -0.50
C 4.08 -0.61 -0.94
C 5.09 -0.56 0.01
C 4.76 -0.42 1.35
C 3.43 -0.30 1.69
N 2.46 -0.34 0.79
H -2.51 -1.25 -2.36
H -1.98 -1.39 -0.69
H 0.58 -0.54 -5.62
H 2.25 -0.33 -5.19
H 4.28 -0.73 -1.99
H 6.12 -0.65 -0.30
H 5.53 -0.39 2.11
H 3.10 -0.20 2.72
N 0.89 2.21 0.76
C -0.45 2.11 0.87
N -1.06 0.97 1.01
C -2.45 1.14 1.08
C -3.40 0.14 1.27
C -4.74 0.50 1.31
C -5.14 1.83 1.17
C -4.20 2.83 1.00
C -2.86 2.47 0.96
S -1.48 3.51 0.78
H 1.41 1.37 1.00
H 1.32 3.10 0.90
H -3.08 -0.88 1.41
H -5.48 -0.27 1.46
H -6.19 2.08 1.21
H -4.50 3.87 0.91
```

## Properties
Calculated total energy (eV): -70963.0372
E_LUMO (eV): -0.429
Kohn-Sham gap (eV): 5.95
Energy above the lowest of the compared OMol25 structures with the same formula, charge and spin (kcal per mole): 0.0
Max |F| (hartree/bohr): 0.008
HOMO (hartree): -0.2345



[5]
The following is a quantum chemistry calculation of 8 unconnected molecules or ions with the total composition C44H34B2NO21 at a distorted geometry, from the OMol25 dataset.

```
102
Properties=species:S:1:pos:R:3
O -1.33 3.67 -1.51
N -1.09 2.72 -2.18
O -2.06 2.52 -3.09
C -1.80 1.39 -3.97
C -1.05 0.18 -3.43
O -0.94 -0.56 -4.67
B -1.18 0.37 -5.80
O -0.18 0.27 -6.86
B 1.11 0.18 -6.40
O 1.79 -1.05 -6.40
O 1.82 1.30 -6.00
O -1.11 1.74 -5.09
H -2.81 1.03 -4.22
H -0.02 0.38 -3.16
H -1.55 -0.41 -2.68
H -2.32 0.27 -6.28
H 2.25 -1.12 -5.57
H 1.15 1.98 -5.85
C 2.20 -2.59 -0.15
C 1.57 -1.66 -0.87
C 0.93 -0.49 -0.21
O 0.37 0.34 -0.88
C 1.02 -0.39 1.27
C 1.65 -1.32 1.98
C 2.29 -2.49 1.33
O 2.87 -3.34 1.99
H 2.68 -3.45 -0.60
H 1.48 -1.71 -1.94
H 0.54 0.47 1.73
H 1.73 -1.28 3.06
C -2.11 3.87 -8.92
C -0.96 3.55 -8.34
C -0.70 3.89 -6.91
O 0.35 3.61 -6.38
C -1.78 4.58 -6.16
C -2.93 4.89 -6.75
C -3.19 4.56 -8.17
O -4.24 4.85 -8.71
H -2.32 3.63 -9.96
H -0.16 3.04 -8.85
H -1.57 4.81 -5.13
H -3.74 5.40 -6.23
C -4.14 2.06 1.37
C -3.54 1.63 0.26
C -3.24 0.19 0.06
O -2.66 -0.19 -0.93
C -3.64 -0.75 1.14
C -4.24 -0.32 2.24
C -4.54 1.12 2.44
O -5.07 1.51 3.46
H -4.36 3.11 1.54
H -3.23 2.30 -0.53
H -3.41 -1.80 0.97
H -4.53 -0.99 3.04
C -2.11 5.56 1.58
C -1.59 4.34 1.48
C -1.51 3.46 2.68
O -1.03 2.35 2.61
C -2.03 3.98 3.96
C -2.55 5.20 4.05
C -2.63 6.09 2.86
O -3.11 7.20 2.95
H -2.19 6.22 0.72
H -1.21 3.95 0.54
H -1.96 3.32 4.82
H -2.94 5.61 4.98
C 5.74 -3.86 -4.52
C 4.54 -3.49 -4.07
C 4.23 -2.06 -3.80
O 3.14 -1.72 -3.39
C 5.30 -1.06 -4.04
C 6.50 -1.43 -4.49
C 6.81 -2.86 -4.76
O 7.90 -3.20 -5.17
H 5.99 -4.89 -4.72
H 3.74 -4.19 -3.89
H 5.05 -0.03 -3.84
H 7.30 -0.73 -4.68
C -2.41 -0.51 6.97
C -2.97 -0.93 5.84
C -2.61 -2.26 5.25
O -3.10 -2.64 4.21
C -1.62 -3.08 5.99
C -1.06 -2.67 7.12
C -1.42 -1.35 7.70
O -0.92 -0.95 8.73
H -2.65 0.44 7.41
H -3.69 -0.34 5.29
H -1.38 -4.04 5.54
H -0.33 -3.26 7.66
C 3.90 -6.63 7.92
C 2.70 -6.19 8.29
C 2.32 -4.77 8.14
O 1.23 -4.37 8.48
C 3.32 -3.85 7.55
C 4.52 -4.28 7.18
C 4.90 -5.71 7.33
O 6.00 -6.11 6.99
H 4.20 -7.67 8.02
H 1.95 -6.84 8.72
H 3.02 -2.81 7.45
H 5.27 -3.63 6.74
```

## Properties
Calculated total energy (eV): -92017.2281
E_LUMO (eV): -0.698
Kohn-Sham gap (eV): 4.56
Max |F| (hartree/bohr): 0.034
HOMO (hartree): -0.1933
Charge: -1



[6]
The following is a quantum chemistry calculation of 2 unconnected molecules or ions with the total composition C4H5ClN2O3 at a distorted geometry, from the OMol25 dataset.

```
15
Properties=species:S:1:pos:R:3
C 0.47 -1.52 0.95
C 1.87 0.07 -0.72
C 0.43 0.16 -0.55
C -1.66 1.20 -0.15
N -0.23 1.08 0.12
N -0.28 -2.37 0.67
O -1.11 -3.02 0.13
O 2.41 -0.56 -1.59
O 0.24 1.83 0.98
Cl 2.83 0.95 0.45
H 1.18 -1.17 1.65
H -0.13 -0.39 -1.30
H -2.09 1.84 0.62
H -1.81 1.67 -1.12
H -2.15 0.22 -0.14
```

## Properties
Calculated total energy (eV): -25866.3491
E_LUMO (spin up / spin down) (eV): 0.530 / -2.762
Kohn-Sham gap (spin up / spin down) (eV): 7.74 / 7.66
Energy above the lowest of the compared OMol25 structures with the same formula, charge and spin (kcal per mole): 0.0
Max |F| (hartree/bohr): 0.099
Multiplicity: 3
HOMO (spin up / spin down) (hartree): -0.2651 / -0.3831
⟨S²⟩: 2.04